ORCA calculation (the ωB97M-V functional and the def2-TZVPD basis) on Cl4N4 as an isolated structure.

Calculated values
multiplicity = 1
lowest unoccupied orbital energy (alpha / beta) = -1.7 / -2.3 eV
E_HOMO (alpha / beta) = -9.204 / -9.693 eV

XYZ file:
```
8
Properties=species:S:1:pos:R:3:forces:R:3
N -1.0564 0.4536 0.1470 -0.57 -0.16 1.04
N -0.6064 1.2546 -0.6093 -1.36 -0.61 -1.54
N -1.6524 -0.3863 0.7730 1.26 1.29 0.53
N 1.4613 -0.2521 0.0163 0.15 -0.68 0.05
Cl 0.4861 2.5164 -0.2306 0.42 0.44 0.66
Cl -2.7474 -1.5105 -0.0226 -0.43 -0.39 -0.79
Cl 3.0816 -0.2503 0.3261 0.98 0.46 0.28
Cl 1.0335 -1.8254 -0.4000 -0.44 -0.34 -0.23
```
Forces are in eV/Å.